Record 1
Computed, not measured: C41H73MoN5O3Sb2Si3 as an isolated structure at a distorted geometry, with wB97M-V/def2-TZVPD.

Geometry as XYZ:
```
128
Properties=species:S:1:pos:R:3:forces:R:3:lowdin_charge:R:1
Sb -2.3268 -0.4876 -2.5393 -0.4 -0.3 -0.3 1.477
Sb 2.1451 1.1412 2.8430 0.6 0.4 0.6 1.532
Mo -0.9484 0.1780 0.4811 -2.0 -1.4 2.8 1.709
Si 0.1571 -1.3667 -4.3439 0.4 0.4 -0.4 0.506
Si -1.1353 -3.9030 -2.7478 -0.2 -0.4 0.1 0.569
Si -4.2932 1.4326 -0.4445 -0.3 0.6 0.1 0.526
O -0.5749 1.5141 -0.8098 1.0 2.2 -1.8 -0.267
O -2.1929 -0.8323 3.8977 0.2 0.1 0.2 0.124
O -0.6135 -0.2580 2.4390 0.7 -0.3 -1.2 -0.351
N 0.3082 3.6099 -1.0162 -0.9 -1.5 -0.8 0.135
N 2.3282 1.2545 -0.5832 -0.1 0.0 -0.2 0.097
N 0.1989 -1.4235 -0.3506 0.5 -0.3 -0.5 -0.025
N -2.1988 -1.5192 0.9574 -0.8 -0.2 -0.3 -0.047
N -1.8111 1.9592 1.8114 0.0 0.0 -0.4 0.004
C -0.4618 2.5865 -1.4697 0.6 1.7 0.1 -0.420
C -0.6307 -1.9866 -2.6468 -0.6 0.0 -0.6 -0.522
C 5.0857 2.4338 3.0689 0.1 0.1 -0.1 -0.134
C 3.4954 3.1908 -1.3759 -0.1 -0.1 0.1 -0.007
C 2.4585 2.9957 5.4574 -0.1 0.0 0.1 -0.136
C -2.0218 1.4679 3.1843 0.0 -0.7 0.5 -0.098
C -4.4923 -1.8234 0.3677 0.2 0.1 0.0 -0.031
C 4.2265 1.6115 2.1339 -0.8 0.0 0.4 -0.544
C 1.2919 -0.8090 5.1090 -0.1 0.0 -0.2 -0.141
C 2.5037 -2.9293 -0.8876 -0.3 0.2 0.3 -0.027
C 2.2011 -2.5412 0.4193 0.0 -0.1 -0.3 -0.035
C 0.3818 -1.9467 -1.5869 0.5 -0.2 0.0 -0.398
C -2.0913 -4.3268 -1.1511 0.2 0.3 -0.7 -0.150
C -2.0214 -4.2379 -4.4011 0.2 0.3 0.7 -0.156
C 4.4387 2.3966 -2.0048 -0.1 -0.1 0.1 -0.026
C -1.1362 -0.9338 -5.6758 0.2 -0.2 0.7 -0.191
C -3.5931 3.2332 -0.4924 -0.1 -0.6 -0.1 -0.169
C -3.3983 -3.3495 1.8563 0.0 0.2 -0.2 -0.024
C -4.5411 -2.9505 1.1680 0.3 0.1 0.1 -0.009
C -2.9297 0.0812 -0.4385 0.7 0.3 -0.9 -0.537
C -1.6247 -0.0195 3.2181 -1.2 0.8 1.0 -0.640
C 3.7350 -0.2968 5.2261 0.1 -0.1 -0.1 -0.131
C 0.3086 -5.1573 -2.7182 -0.3 0.6 0.0 -0.155
C -2.2428 -2.6071 1.7250 0.3 -0.2 0.3 -0.108
C 1.0756 -1.7846 0.6156 0.4 -0.1 0.6 -0.148
C -1.1722 2.8359 -2.7667 -0.1 -0.1 0.2 0.006
C 1.3642 3.3943 -0.0483 0.3 -0.4 0.6 -0.129
C -5.4881 1.3378 -1.9268 0.5 -0.2 0.6 -0.172
C 1.3777 -2.5251 -5.2490 -0.4 0.3 0.5 -0.156
C 4.9047 0.3087 1.7539 -0.1 0.0 -0.1 -0.149
C -3.2899 -1.1223 0.2741 -0.3 -0.9 0.6 -0.454
C 1.1193 0.2124 -3.8255 -0.4 -0.5 -0.2 -0.153
C 4.3001 1.0222 -1.9159 0.1 0.1 0.0 -0.033
C 1.6289 2.8954 4.1938 0.2 -0.8 -0.4 -0.540
C 2.4641 2.5760 -0.6797 0.1 0.2 -0.1 -0.309
C 1.5911 -2.6240 -1.8627 0.1 0.2 0.3 -0.080
C 3.2391 0.5031 -1.1907 0.1 0.1 -0.1 -0.153
C -5.1960 1.2501 1.2353 0.3 0.0 -0.6 -0.150
C 2.5475 -0.5194 4.3097 0.0 0.7 -0.5 -0.534
C -4.0152 -1.7879 -2.9354 0.4 0.1 0.1 -0.270
C 1.6645 4.2008 3.4141 -0.1 -0.2 0.0 -0.155
H 2.7598 -1.3683 3.6525 0.0 0.0 -0.1 0.067
H 0.9494 2.8174 0.7908 0.2 0.3 -0.1 0.041
H -2.2124 2.5252 -2.6924 0.1 0.0 0.0 0.045
H 3.5473 0.5007 5.9364 0.0 0.1 0.1 0.061
H 1.0432 -5.0208 -3.5035 0.1 0.1 -0.2 0.025
H -6.0904 2.2406 -1.9572 0.0 0.2 0.0 0.043
H 0.5936 2.6855 4.4837 0.0 0.0 0.0 0.052
H -3.0556 1.5858 3.5150 0.1 0.0 -0.1 0.130
H -2.5650 -5.1750 -4.3360 -0.1 -0.2 0.1 0.045
H -2.7013 2.3003 1.4539 0.2 0.0 0.0 0.038
H -1.3381 -2.8670 2.2591 0.0 0.0 0.0 0.133
H -5.4230 2.2151 1.6778 0.0 0.2 0.0 0.040
H -1.3693 1.9767 3.9004 -0.1 0.0 -0.1 0.118
H 0.8364 -5.1727 -1.7702 0.0 0.0 0.2 0.031
H 1.4706 -1.6397 5.7890 0.0 -0.1 0.1 0.088
H -6.1468 0.7410 1.1180 -0.2 -0.2 -0.1 0.041
H 4.6428 -0.0649 4.6767 0.1 0.0 0.0 0.046
H -1.1891 2.7677 1.8314 0.0 -0.2 -0.1 0.099
H 3.4111 -3.4647 -1.1226 0.1 -0.1 0.0 0.134
H 0.9085 4.2306 2.6302 -0.1 0.0 -0.1 0.040
H -0.6149 -0.5365 -6.5404 0.2 0.1 -0.1 0.042
H 5.8291 0.5168 1.2149 0.1 0.0 -0.1 0.086
H 1.0921 -3.5706 -5.2126 -0.1 -0.2 0.0 0.017
H 5.2431 1.9367 4.0210 0.0 0.0 0.1 0.063
H -2.7255 -3.4741 -4.7038 -0.2 0.1 0.0 0.000
H -0.1103 -6.1500 -2.8597 -0.3 -0.1 0.0 0.049
H -1.6736 -1.8117 -6.0123 -0.1 -0.3 -0.1 0.025
H -5.4545 -3.5147 1.2638 -0.1 -0.1 0.0 0.127
H 2.6403 4.3705 2.9635 0.1 0.1 -0.1 0.064
H -4.6257 0.6723 1.9587 0.1 -0.1 0.1 0.023
H -3.4074 -4.2140 2.4944 0.0 -0.2 0.1 0.123
H 2.1885 0.0260 -3.8217 0.2 -0.1 0.0 0.029
H 0.8486 0.5486 -2.8246 0.0 0.0 0.0 -0.004
H 0.9989 0.0496 5.7085 -0.1 0.1 0.1 0.075
H 5.1563 -0.2761 2.6350 0.0 -0.1 0.1 0.065
H 3.5651 4.2653 -1.4124 0.0 0.2 0.0 0.121
H 1.7723 -2.9303 -2.8731 0.0 -0.2 -0.2 0.075
H -0.7029 2.2501 -3.5597 0.0 0.0 0.1 0.078
H 2.2916 2.1393 6.1033 0.1 -0.1 0.1 0.056
H 4.6573 3.4161 3.2502 0.0 0.1 0.1 0.057
H 2.4008 -2.4404 -4.8944 0.1 0.0 0.1 0.035
H -2.8895 -3.6372 -0.9045 -0.1 0.1 0.0 -0.010
H -1.8677 -0.1946 -5.3654 -0.1 0.1 0.0 -0.010
H 3.5191 3.0848 5.2465 0.1 0.0 0.0 0.063
H 5.2605 2.8430 -2.5415 0.1 0.0 -0.1 0.121
H -6.1792 0.5039 -1.8633 -0.1 -0.2 0.0 0.029
H 4.2666 -0.2928 1.1081 0.0 -0.2 -0.1 0.036
H 2.8407 -2.7952 1.2473 0.0 0.0 0.2 0.118
H 6.0642 2.5830 2.6088 0.1 0.1 0.0 0.086
H -2.5306 -5.3152 -1.2368 -0.1 -0.3 -0.1 0.050
H 1.4670 5.0322 4.0899 0.0 0.1 0.0 0.085
H -1.4108 -4.3551 -0.3037 0.2 0.0 0.1 0.034
H 4.0499 2.1988 1.2301 0.0 -0.1 0.0 0.048
H -1.2978 -4.3538 -5.2024 0.2 0.0 -0.1 0.034
H -3.8496 3.7238 -1.4255 -0.1 0.0 -0.2 0.040
H 1.7330 4.3606 0.2953 -0.2 -0.1 0.0 0.136
H 2.1563 3.8838 6.0132 0.0 0.1 0.1 0.085
H 5.0072 0.3706 -2.4011 0.1 -0.2 0.0 0.117
H -2.5215 3.3448 -0.3552 0.1 0.0 0.0 -0.004
H 0.4407 4.3809 -1.6546 -0.2 0.0 -0.1 0.162
H 0.4585 -1.0805 4.4673 -0.1 -0.1 0.0 0.041
H 3.1096 -0.5643 -1.0909 0.0 0.0 0.0 0.083
H 0.9447 1.0183 -4.5322 0.0 0.2 -0.2 0.036
H -4.0792 3.8117 0.2868 -0.1 0.1 0.2 0.042
H -3.9221 -2.7603 -2.4680 0.0 -0.1 0.0 -0.005
H -1.1365 3.8912 -3.0247 0.1 0.0 0.0 0.106
H -4.0862 -1.9078 -4.0097 0.0 0.0 -0.2 0.009
H -4.9536 1.2585 -2.8730 0.0 0.1 -0.1 0.019
H 3.9187 -1.2063 5.7983 0.0 -0.1 0.1 0.088
H -5.3580 -1.4807 -0.1720 -0.2 0.1 -0.1 0.115
H -4.9194 -1.2994 -2.5912 -0.1 0.1 0.1 -0.009
H 0.8361 -1.4496 1.6139 0.1 0.0 0.0 0.065
H 1.3880 -2.2385 -6.2964 -0.1 0.1 -0.2 0.043
```
Forces are in eV/Å.

Energy: -95848.212 eV
Energy above the lowest of the compared OMol25 structures with the same formula, charge and spin: 34.6 kcal/mol
Spin multiplicity: 3
Orbital gap (alpha / beta): 6.28 / 5.78 eV
Highest occupied orbital energy (alpha / beta): -0.43803 / -0.43811 Eh
Charge: +2


Record 2
Computed, not measured: a 4-piece molecular cluster, C41H74BCl2F2N6O6PS2 overall at a distorted geometry, with wB97M-V/def2-TZVPD.

Geometry as XYZ:
```
135
Properties=species:S:1:pos:R:3:forces:R:3:lowdin_charge:R:1
Cl 2.4926 -2.6862 -2.5380 0.4 0.6 1.1 0.572
Cl 3.9539 1.1547 -1.8464 -0.6 -1.1 0.6 0.515
S -1.4066 -2.1484 5.7961 0.2 0.8 -0.7 0.710
S -0.0131 -1.4597 0.1559 0.5 0.2 1.8 0.955
P -4.0613 2.2200 2.7937 2.7 2.1 -0.7 0.758
F 4.5309 -5.0646 4.2576 0.7 1.4 -1.4 -0.091
F -3.8255 1.9505 8.3325 0.2 0.7 -2.0 -0.116
O -5.1696 -3.6707 0.0239 4.4 0.8 -2.0 0.032
O -7.4280 6.5979 1.0480 0.0 0.1 -0.5 -0.193
O -1.6934 -0.8989 -7.6904 -0.4 0.1 0.3 -0.191
O -2.0713 0.5185 -1.2158 -1.0 0.2 2.1 0.017
O -2.8531 -3.9741 -0.3638 -1.9 2.1 -0.4 -0.065
O 7.5325 -2.1963 -2.4546 0.1 0.2 -0.4 -0.215
N -3.2570 3.6096 2.9265 -0.3 -1.3 0.4 -0.326
N -2.4978 2.6681 0.0212 0.3 -1.6 -0.6 -0.180
N -0.1737 0.2984 -5.5666 -0.2 0.1 -0.2 0.051
N 9.3418 -4.3879 -2.8792 -0.3 0.1 0.0 0.036
N -4.6254 7.0637 1.4830 -0.2 -0.2 -0.2 0.046
N 0.0272 -2.8455 3.1327 0.0 1.5 -2.3 -0.134
C -1.8406 -1.1189 -4.4911 -0.1 0.0 0.3 -0.069
C -2.3328 -0.0279 -6.7627 0.2 0.3 -0.1 -0.201
C -5.2180 7.3530 0.1703 -0.2 0.1 0.4 -0.435
C 1.5130 -2.1647 0.9768 1.6 -1.2 2.0 -0.299
C 10.4475 -2.4120 -3.7833 0.2 0.1 -0.2 -0.075
C 6.0119 -3.0987 4.1622 -0.1 0.4 0.5 -0.187
C 5.1355 -4.1300 3.3032 0.1 0.4 0.5 -0.245
C -1.9795 0.3828 1.4913 0.5 -1.6 3.0 -0.021
C 3.9624 -3.4354 2.4819 -3.8 1.2 -1.7 -0.082
C -1.1064 -4.4941 1.4345 -1.2 -0.9 -0.3 -0.130
C -6.5212 6.5568 -0.0496 0.2 -0.2 0.1 -0.206
C -0.8276 -1.6612 2.9350 -2.6 2.9 0.6 -0.177
C 9.2310 -3.3267 -3.8899 0.0 0.2 0.4 -0.430
C 4.1267 -2.7982 1.0510 -1.6 -0.1 0.9 -0.077
C -1.9869 -2.2739 -7.5043 0.3 0.0 -0.2 -0.106
C -4.1358 -3.4194 -0.6616 -3.5 -0.8 1.3 -0.377
C -3.4440 0.4765 5.4644 0.6 -0.3 0.2 -0.216
C 3.1427 -1.5548 -1.2174 1.3 0.5 1.5 -0.599
C 2.6099 -0.0426 -1.3681 -2.1 0.2 -1.2 -0.675
C 8.1488 -1.0000 -2.0058 -0.1 -0.2 0.3 -0.102
C -1.6484 -1.1901 4.2032 0.4 1.9 -2.6 -0.371
C -1.0056 -0.8533 1.6199 -1.0 0.2 2.6 -0.303
C -2.8078 0.7955 2.7728 1.5 -3.5 0.7 -0.195
C -5.3928 8.8619 0.0271 0.1 0.2 -0.2 -0.076
C -4.3703 -2.4488 -1.9385 1.1 -1.0 0.4 0.017
C 5.6202 -2.8833 0.4312 -0.9 -1.1 0.7 -0.059
C -1.6182 0.0860 -5.4004 0.2 -0.4 -0.2 -0.417
C -0.7028 -4.1397 2.9463 0.2 -1.0 -0.6 -0.163
C -2.6348 0.0263 4.1463 1.2 -1.5 -2.2 -0.157
C 2.5478 -3.4111 3.1069 0.4 1.2 -2.5 0.075
C -2.6805 1.7632 6.0540 -0.5 0.2 -0.6 -0.182
C -8.2352 7.7624 1.1001 0.0 -0.2 0.3 -0.108
C 2.9225 -2.1612 0.2659 -0.3 -1.4 3.0 -0.121
C -3.5259 2.6354 7.0889 1.4 1.0 0.0 -0.167
C -3.5664 2.9649 -0.9722 -0.6 0.3 -0.3 -0.114
C -2.5941 -3.9442 1.0674 0.0 -1.1 1.7 -0.183
C 5.2289 -1.7880 4.6518 0.7 0.5 0.8 -0.131
C 1.4925 0.1019 -2.5448 0.1 0.3 -0.4 -0.231
C -1.2849 3.5162 -0.1677 -0.5 2.0 0.5 -0.085
C 7.8854 -2.5806 -3.7806 -0.1 -0.3 -0.1 -0.198
C 1.2965 -2.7805 2.3830 4.3 -0.4 -1.2 -0.162
B -2.1703 1.2046 0.0828 -0.2 0.1 -1.2 -0.494
H 0.1676 -0.4286 -6.1975 0.0 0.1 0.2 0.078
H 6.3957 -3.6550 5.0965 -0.7 0.7 -1.5 0.121
H -1.8653 -2.7779 -8.4654 0.0 0.1 0.0 0.088
H -8.5005 8.1254 0.1029 0.1 0.0 0.0 0.090
H 0.0248 -4.9692 3.2959 -1.3 1.4 -0.4 0.137
H 4.2830 -1.5132 -1.4007 -2.0 -0.2 0.3 0.074
H 1.9403 -0.1151 -3.5863 -0.6 0.3 1.8 0.063
H -1.6375 -4.1206 3.6027 1.4 -0.1 -0.8 0.115
H -9.1550 7.5118 1.6330 0.1 -0.1 -0.1 0.087
H -3.4152 -0.3273 6.2941 0.1 1.1 -1.7 0.087
H 4.8379 -1.1227 3.8030 0.4 -1.3 1.2 0.078
H -2.2568 3.3735 2.9989 -0.5 0.4 -0.2 -0.037
H 6.9621 -2.7579 3.6032 -1.6 -0.7 0.5 0.115
H -4.2280 -1.3833 -1.5510 0.1 -1.5 -0.7 0.074
H -3.0116 -2.4335 -7.1566 0.0 0.0 0.1 0.090
H -4.9983 2.1512 3.8729 0.1 -0.8 -0.8 0.000
H -2.8942 -1.4141 -4.4822 0.1 0.0 -0.1 0.065
H -7.0234 6.8542 -0.9785 -0.1 0.2 0.0 0.117
H -5.9864 9.1061 -0.8588 0.0 0.0 0.1 0.076
H -5.3594 7.1951 2.1804 0.2 0.1 -0.1 0.071
H 4.4069 -2.0080 5.4361 1.2 0.2 -1.6 0.087
H 9.1082 -1.2246 -1.5356 0.1 0.2 -0.1 0.075
H -1.5552 -0.8763 -3.4631 0.0 0.0 -0.1 0.055
H -4.8046 2.2598 1.5520 0.0 -0.7 0.9 0.000
H -4.5075 7.0362 -0.6020 -0.1 -0.1 0.0 0.130
H -2.3179 0.9611 -7.2333 0.1 -0.1 0.0 0.121
H -0.3254 -4.2254 0.6479 -1.0 -0.1 1.3 0.094
H 10.3196 -1.5160 -4.3973 0.0 0.0 0.1 0.078
H -0.1282 -1.8332 6.2956 -1.2 0.1 -1.1 -0.099
H 5.8567 -4.7566 2.6787 -1.3 0.8 0.6 0.136
H 7.8462 -1.7186 -4.4573 0.1 0.1 0.1 0.120
H -1.1486 3.7898 -1.2833 0.2 -0.8 1.6 0.101
H 5.6204 -2.9286 -0.7087 0.1 0.4 1.6 0.068
H -2.9653 0.3364 -1.5756 0.9 0.2 0.1 0.072
H -4.4192 9.3477 -0.0819 -0.1 -0.1 0.1 0.076
H 9.1311 -3.9652 -1.9738 0.1 -0.1 -0.1 0.068
H -1.2741 -2.7199 -6.8079 -0.2 -0.1 0.1 0.074
H -7.7299 8.5453 1.6688 -0.1 0.2 -0.1 0.074
H -3.6111 -2.7575 -2.7381 -1.0 0.9 1.1 0.078
H 1.0766 1.1801 -2.6037 0.8 -1.7 0.4 0.086
H -3.1693 2.9900 -2.0535 -0.6 -0.2 1.4 0.097
H -3.3892 -0.2975 -6.6425 0.0 -0.2 0.1 0.117
H 6.3178 -2.0949 0.8761 -1.1 -0.9 -0.9 0.091
H -2.4384 2.4581 5.1593 -0.5 -0.9 1.6 0.091
H -0.0278 1.1598 -6.0887 0.0 0.0 0.1 0.079
H -4.0795 3.9821 -0.7768 1.0 -1.5 -0.1 0.092
H 9.2653 -3.7942 -4.8804 -0.1 0.0 0.1 0.135
H -3.3449 -4.6714 1.5626 1.2 1.2 -0.7 0.138
H -4.4107 2.1812 -0.8668 1.3 1.1 -0.3 0.094
H -4.5666 0.6489 5.2609 1.9 -0.1 0.1 0.098
H 7.5061 -0.5551 -1.2427 -0.1 -0.1 -0.1 0.080
H 6.0315 -3.9054 0.7895 -0.6 1.7 -0.7 0.078
H 2.3838 -3.8941 4.1414 0.3 0.9 -1.9 0.119
H -2.8544 3.5313 7.3845 -1.1 -1.5 -0.3 0.125
H -5.8757 9.3130 0.8963 0.0 -0.1 0.0 0.064
H 2.1248 0.3806 -0.4222 1.1 -0.9 -1.2 0.090
H -2.0345 0.9594 -4.8853 0.0 0.0 -0.1 0.133
H -1.2460 -1.9852 -4.7885 0.0 0.1 -0.1 0.073
H -4.4647 3.1189 6.6185 1.2 -1.3 0.9 0.127
H 7.0947 -3.2651 -4.1061 0.0 0.0 0.1 0.122
H -6.2535 5.5009 -0.1673 0.0 0.0 0.1 0.109
H 6.0035 -1.1380 5.2183 -1.2 -1.0 -0.9 0.079
H 8.5839 -5.0528 -3.0182 0.1 0.0 0.0 0.071
H -4.4168 6.0677 1.5366 0.2 0.1 0.1 0.047
H 8.2797 -0.2751 -2.8140 0.0 -0.1 0.0 0.093
H 0.6075 -0.6086 -2.3944 1.4 1.1 -0.1 0.017
H -1.5104 4.5269 0.3568 0.5 -1.5 -0.8 0.098
H 10.6471 -2.0968 -2.7571 -0.1 0.0 0.0 0.064
H -1.6663 1.4031 6.4456 -1.5 0.6 -0.2 0.125
H -1.2107 -5.6480 1.3911 0.3 1.8 0.0 0.124
H 11.3436 -2.9303 -4.1354 -0.1 0.0 0.1 0.077
H -0.3368 3.1166 0.3240 -1.3 0.2 -0.8 0.102
H -2.8084 -2.9109 1.5026 0.5 -1.2 -0.8 0.121
H -5.4388 -2.5377 -2.3447 1.7 -0.1 0.9 0.100
```
Forces are in eV/Å.

Energy: -127045.187 eV
Orbital gap: 7.08 eV
Highest occupied orbital energy: -0.30011 Eh
SMILES string: CC[C@@H](F)c1cc2c(c([C@@H](Cl)[C@H](C)Cl)c1C)Sc1c(B(O)N(C)C)c([PH2]=N)c(CCCF)c(S)c1N2CCCOC(C)=O.COC[C@@H](C)N.COC[C@@H](C)N.COC[C@@H](C)N


Which value of energy does entry 1 give? -95848.212 eV